# C4H6N2O

C4H6N2O in the gas phase at a distorted geometry (ωB97M-V with the def2-TZVPD basis set, the OMol25 dataset).

CARTESIAN COORDINATES (ANGSTROEM)
C -1.461 0.659 -0.149
C 0.501 0.224 0.372
C 1.656 -0.778 0.038
C -0.353 -0.446 -0.574
H -2.356 0.810 -0.952
H -1.662 0.155 0.944
H -0.302 2.368 0.753
H 0.386 -0.035 1.414
H 2.552 -0.813 0.449
H 0.043 0.187 -1.470
N -0.110 1.452 0.059
N 1.261 -1.927 -0.244
O -0.155 -1.856 -0.640

Structure (SMILES): C1=NO[C@H]2CN[C@H]12
Kohn-Sham gap in eV: 10.6
Energy relative to the best compared isomer or geometry (same formula, charge and spin) in eV: 7.827
Total charge: 0

Here are the Löwdin charges for atoms 1 to 5, given in e:
1 C -0.0647
2 C -0.3717
3 C -0.0831
4 C -0.3653
5 H 0.1484


# C4H6N2O

C4H6N2O in the gas phase at a distorted geometry (ωB97M-V with the def2-TZVPD basis set, the OMol25 dataset).

CARTESIAN COORDINATES (ANGSTROEM)
C -2.513 0.729 0.361
C -1.092 0.995 0.621
N -0.088 0.885 -0.041
C 1.051 0.517 -0.493
C 1.539 -0.795 -0.114
O 2.779 -1.123 -0.556
N 0.838 -1.584 0.588
H -3.097 1.631 0.561
H -2.842 -0.028 1.078
H -2.716 0.373 -0.656
H 1.606 1.194 -1.122
H 3.173 -0.367 -1.006
H 1.363 -2.428 0.778

Kohn-Sham gap in eV: 8.4
Energy relative to the best compared isomer or geometry (same formula, charge and spin) in eV: 2.925
Total charge: 0

Here are the Löwdin charges for atoms 1 to 5, given in e:
1 C -0.0826
2 C -0.0381
3 N 0.0446
4 C -0.1017
5 C -0.5103


# C4H6N2O

C4H6N2O in the gas phase at a distorted geometry (ωB97M-V with the def2-TZVPD basis set, the OMol25 dataset).

CARTESIAN COORDINATES (ANGSTROEM)
C 0.702 -0.976 -0.841
C 0.939 -0.225 0.796
O 0.665 1.169 0.790
C -0.523 1.198 0.138
N -0.445 1.084 -1.111
C -1.682 0.944 0.991
N -2.608 0.739 1.654
H 0.077 -0.822 -1.782
H 1.698 -0.945 -1.255
H 0.341 -1.946 -0.528
H 1.936 -0.309 1.299
H 0.194 -0.723 1.439
H -1.293 0.813 -1.589

Structure (SMILES): [H]/N=C(\C#N)OCC
Kohn-Sham gap in eV: 10.3
Energy relative to the best compared isomer or geometry (same formula, charge and spin) in eV: 4.458
Total charge: 0

Here are the Löwdin charges for atoms 1 to 5, given in e:
1 C -0.0380
2 C -0.1104
3 O -0.0671
4 C -0.4886
5 N 0.1724